Run A
DFT (wB97M-V/def2-TZVPD) results for C5H13NO2 in the gas phase.

Structure (XYZ):
```
21
C5H13NO2 (wB97M-V/def2-TZVPD)
O 2.073 -1.082 -3.064
C 1.521 -0.885 -1.792
C 1.154 0.713 -1.576
C 0.215 1.101 -0.446
C -0.937 0.171 0.016
N -1.212 0.439 1.489
C -1.902 -0.370 2.456
O -0.969 -1.052 3.282
H 2.522 -0.285 -3.377
H 0.672 -1.434 -1.735
H 2.146 -0.988 -0.965
H 2.196 1.002 -1.304
H 0.958 1.201 -2.489
H 0.758 1.453 0.530
H -0.340 1.981 -0.785
H -0.721 -0.910 0.006
H -1.764 0.505 -0.577
H -0.751 1.327 1.852
H -2.627 -1.022 2.006
H -2.475 0.013 3.470
H -0.517 -1.879 3.002
```

Computed properties:
- LUMO level (eV) = 0.83
- SMILES string = OCCCCNCO
- HOMO energy (eV) = -8.7
- orbital gap (Eh) = 0.35018

Charges computed using Mulliken, reported in e: number 1, O, carries -0.547; number 2, C, carries -0.356; number 3, C, carries -0.921; number 4, C, carries -0.556; number 5, C, carries -0.326; number 6, N, carries -0.172; number 7, C, carries -0.429; number 8, O, carries -0.536; number 9, H, carries 0.310; number 10, H, carries 0.326; number 11, H, carries 0.329; number 12, H, carries 0.323; number 13, H, carries 0.475; number 14, H, carries 0.270; number 15, H, carries 0.238; number 16, H, carries 0.397; number 17, H, carries 0.152; number 18, H, carries 0.218; number 19, H, carries 0.345; number 20, H, carries 0.178; number 21, H, carries 0.283

***

Run B
DFT (wB97M-V/def2-TZVPD) results for a 2-piece molecular cluster, C5H13NO2 overall.

Structure (XYZ):
```
21
C5H13NO2 (wB97M-V/def2-TZVPD)
C 2.049 1.875 -1.427
C 1.166 1.099 -0.673
C 1.297 1.134 0.764
C 0.465 -0.139 1.277
N -0.884 -0.382 0.735
C -1.331 -1.746 1.006
O -0.513 -2.812 0.472
H 2.076 1.831 -2.607
H 2.816 2.480 -1.072
H 0.529 0.321 -1.113
H 0.931 2.014 1.176
H 2.258 1.128 1.242
H 0.375 -0.097 2.399
H 1.026 -1.102 0.902
H -1.323 0.247 0.013
H -1.129 -2.032 2.121
H -2.192 -1.875 0.432
H -0.413 -3.035 -0.441
O -1.657 1.243 -1.688
H -1.910 0.320 -1.760
H -1.379 1.683 -2.397
```

Computed properties:
- LUMO level (eV) = 0.56
- SMILES string = C=CCCNCO.O
- HOMO energy (eV) = -8.6
- orbital gap (Eh) = 0.33542

Charges computed using Mulliken, reported in e: number 1, C, carries -0.975; number 2, C, carries 0.260; number 3, C, carries -0.769; number 4, C, carries -0.671; number 5, N, carries -0.226; number 6, C, carries -0.401; number 7, O, carries -0.535; number 8, H, carries 0.186; number 9, H, carries 0.342; number 10, H, carries 0.284; number 11, H, carries 0.351; number 12, H, carries 0.383; number 13, H, carries 0.297; number 14, H, carries 0.364; number 15, H, carries 0.310; number 16, H, carries 0.224; number 17, H, carries 0.382; number 18, H, carries 0.260; number 19, O, carries -0.657; number 20, H, carries 0.311; number 21, H, carries 0.279

***

Run C
DFT (wB97M-V/def2-TZVPD) results for C5H13NO2 in the gas phase.

Structure (XYZ):
```
21
C5H13NO2 (wB97M-V/def2-TZVPD)
C -1.285 -1.813 1.252
C 0.207 -1.639 0.837
N 0.733 -0.279 1.028
C 0.603 0.589 -0.344
C 1.183 1.896 0.004
O 2.095 2.241 -1.035
C -0.798 0.598 -1.000
O -1.073 -0.285 -2.081
H -1.980 -1.017 0.675
H -1.446 -1.522 2.322
H -1.708 -2.814 1.046
H 0.938 -2.323 1.480
H 0.119 -1.950 -0.326
H 0.286 0.250 1.814
H 1.466 0.107 -1.048
H 1.923 1.969 0.794
H 0.429 2.712 -0.098
H 1.705 2.730 -1.792
H -1.619 0.142 -0.186
H -0.953 1.517 -1.445
H -0.823 -1.114 -1.899
```

Computed properties:
- LUMO level (eV) = 0.91
- SMILES string = CCNC(CO)CO
- HOMO energy (eV) = -9.0
- orbital gap (Eh) = 0.36434

Charges computed using Mulliken, reported in e: number 1, C, carries -0.842; number 2, C, carries -0.316; number 3, N, carries -0.378; number 4, C, carries 0.656; number 5, C, carries -0.771; number 6, O, carries -0.568; number 7, C, carries -0.477; number 8, O, carries -0.480; number 9, H, carries 0.258; number 10, H, carries 0.291; number 11, H, carries 0.338; number 12, H, carries 0.289; number 13, H, carries 0.067; number 14, H, carries 0.273; number 15, H, carries 0.165; number 16, H, carries 0.287; number 17, H, carries 0.324; number 18, H, carries 0.303; number 19, H, carries -0.106; number 20, H, carries 0.403; number 21, H, carries 0.283

***

Energies in kJ/mol, measured from the most stable structure: run A 0.0; run B 58.9; run C 70.8.

***

Run A
DFT (wB97M-V/def2-TZVPD) results for a 3-piece molecular cluster, C5H13NO2 overall.

Structure (XYZ):
```
21
C5H13NO2 (wB97M-V/def2-TZVPD)
H 0.664 -1.369 -1.214
N -0.250 -1.530 -0.747
C -0.806 -0.438 -0.404
C -2.095 -0.359 0.239
C 0.071 0.863 -0.407
C -0.436 2.022 -0.127
C 0.447 3.230 0.232
H -2.569 0.632 0.371
H -2.874 -1.086 -0.116
H -2.251 -0.721 1.330
H 1.129 0.736 -0.727
H -1.599 2.089 -0.037
H 0.014 4.036 0.757
H 0.927 3.514 -0.747
H 1.400 2.830 0.595
O 1.917 -3.227 -2.233
H 1.154 -2.730 -2.257
H 2.104 -3.740 -1.486
O 0.754 -1.335 2.489
H 1.678 -1.200 2.383
H 0.621 -2.216 2.105
```

Computed properties:
- LUMO level (eV) = 0.66
- SMILES string = [H]/N=C(C)\C=C\C.O.O
- HOMO energy (eV) = -9.5
- orbital gap (Eh) = 0.37244

Charges computed using Mulliken, reported in e: number 1, H, carries 0.260; number 2, N, carries -0.731; number 3, C, carries 0.865; number 4, C, carries -1.101; number 5, C, carries -0.298; number 6, C, carries 0.033; number 7, C, carries -1.240; number 8, H, carries 0.241; number 9, H, carries 0.336; number 10, H, carries 0.251; number 11, H, carries 0.255; number 12, H, carries 0.135; number 13, H, carries 0.363; number 14, H, carries 0.303; number 15, H, carries 0.329; number 16, O, carries -0.629; number 17, H, carries 0.344; number 18, H, carries 0.307; number 19, O, carries -0.631; number 20, H, carries 0.292; number 21, H, carries 0.318

***

Run B
DFT (wB97M-V/def2-TZVPD) results for a 3-piece molecular cluster, C5H13NO2 overall.

Structure (XYZ):
```
21
C5H13NO2 (wB97M-V/def2-TZVPD)
C -0.175 -2.365 -1.825
C -0.455 -1.107 -1.549
C -1.354 -0.816 -0.380
C -1.095 0.033 0.606
C -2.073 0.551 1.509
N -1.457 1.815 2.141
H 0.519 -2.467 -2.692
H -0.803 -3.184 -1.429
H 0.002 -0.215 -1.952
H -2.332 -1.264 -0.463
H -0.143 0.231 0.924
H -3.104 0.838 1.247
H -2.077 -0.119 2.465
H -0.506 1.831 1.881
H -1.817 2.680 1.906
O 3.150 -3.270 -1.412
H 2.203 -3.040 -1.526
H 3.009 -4.092 -0.940
O 2.523 4.847 0.686
H 2.564 3.950 0.377
H 3.418 5.165 0.427
```

Computed properties:
- LUMO level (eV) = 0.55
- SMILES string = C=C/C=C/CN.O.O
- HOMO energy (eV) = -9.0
- orbital gap (Eh) = 0.35170

Charges computed using Mulliken, reported in e: number 1, C, carries -0.867; number 2, C, carries -0.327; number 3, C, carries -0.656; number 4, C, carries -0.201; number 5, C, carries -0.094; number 6, N, carries -0.591; number 7, H, carries 0.469; number 8, H, carries 0.297; number 9, H, carries 0.348; number 10, H, carries 0.376; number 11, H, carries 0.355; number 12, H, carries 0.352; number 13, H, carries 0.146; number 14, H, carries 0.173; number 15, H, carries 0.223; number 16, O, carries -0.654; number 17, H, carries 0.338; number 18, H, carries 0.314; number 19, O, carries -0.633; number 20, H, carries 0.308; number 21, H, carries 0.325

***

Energies in kJ/mol, measured from the most stable structure: run A 0.0; run B 52.8.

***

Run A
DFT (wB97M-V/def2-TZVPD) results for a 3-piece molecular cluster, C5H13NO2 overall.

Structure (XYZ):
```
21
C5H13NO2 (wB97M-V/def2-TZVPD)
C -2.175 1.959 2.031
C -1.720 1.207 0.827
C -1.122 0.018 0.826
C -0.674 -0.648 -0.406
C 0.050 -1.765 -0.341
N 0.665 -2.412 -1.428
H -1.655 2.900 2.116
H -3.236 2.236 1.996
H -2.011 1.398 2.953
H -1.944 1.694 -0.117
H -0.929 -0.505 1.749
H -1.037 -0.212 -1.332
H 0.340 -2.164 0.619
H 0.633 -3.423 -1.398
H 0.340 -2.057 -2.317
O 3.072 -0.678 -1.376
H 2.266 -1.219 -1.421
H 3.389 -0.565 -2.278
O 1.953 1.774 -0.090
H 1.257 1.136 0.107
H 2.538 1.325 -0.720
```

Computed properties:
- LUMO level (eV) = 0.70
- SMILES string = C/C=C/C=C/N.O.O
- HOMO energy (eV) = -8.1
- orbital gap (Eh) = 0.32494

Charges computed using Mulliken, reported in e: number 1, C, carries -1.223; number 2, C, carries 0.109; number 3, C, carries -0.434; number 4, C, carries -0.274; number 5, C, carries -0.098; number 6, N, carries -0.592; number 7, H, carries 0.301; number 8, H, carries 0.316; number 9, H, carries 0.313; number 10, H, carries 0.292; number 11, H, carries 0.208; number 12, H, carries 0.224; number 13, H, carries 0.347; number 14, H, carries 0.208; number 15, H, carries 0.207; number 16, O, carries -0.678; number 17, H, carries 0.412; number 18, H, carries 0.322; number 19, O, carries -0.675; number 20, H, carries 0.357; number 21, H, carries 0.356

***

Run B
DFT (wB97M-V/def2-TZVPD) results for a 2-piece molecular cluster, C5H13NO2 overall.

Structure (XYZ):
```
21
C5H13NO2 (wB97M-V/def2-TZVPD)
C -3.503 1.059 0.352
N -2.684 2.011 0.408
C -1.293 1.878 0.010
C -0.652 0.500 -0.236
C 0.369 0.119 0.877
C 0.627 -1.411 0.843
O 1.805 -1.684 0.065
H -4.550 1.219 0.597
H -3.329 0.022 0.050
H -0.721 2.470 0.724
H -1.321 2.362 -0.976
H 0.036 0.580 -1.080
H -1.461 -0.192 -0.417
H -0.077 0.414 1.839
H 1.322 0.647 0.908
H -0.198 -1.981 0.410
H 0.758 -1.832 1.846
H 2.134 -0.838 -0.223
O 3.897 -1.576 -1.731
H 3.542 -1.790 -2.602
H 3.587 -2.287 -1.197
```

Computed properties:
- LUMO level (eV) = 0.81
- SMILES string = C=NCCCCO.O
- HOMO energy (eV) = -9.6
- orbital gap (Eh) = 0.38217

Charges computed using Mulliken, reported in e: number 1, C, carries -0.201; number 2, N, carries -0.454; number 3, C, carries -0.417; number 4, C, carries -0.449; number 5, C, carries -0.933; number 6, C, carries -0.453; number 7, O, carries -0.507; number 8, H, carries 0.264; number 9, H, carries 0.173; number 10, H, carries 0.333; number 11, H, carries 0.301; number 12, H, carries 0.172; number 13, H, carries 0.426; number 14, H, carries 0.395; number 15, H, carries 0.455; number 16, H, carries 0.271; number 17, H, carries 0.248; number 18, H, carries 0.394; number 19, O, carries -0.648; number 20, H, carries 0.311; number 21, H, carries 0.321

***

Run C
DFT (wB97M-V/def2-TZVPD) results for a 3-piece molecular cluster, C5H13NO2 overall.

Structure (XYZ):
```
21
C5H13NO2 (wB97M-V/def2-TZVPD)
C -2.764 -1.857 -0.679
C -1.598 -1.349 0.101
C -0.351 -1.313 -0.361
C 0.759 -0.522 0.164
C 1.771 -0.201 -0.642
N 2.807 0.681 -0.379
H -3.344 -1.036 -1.102
H -3.458 -2.414 -0.046
H -2.442 -2.513 -1.475
H -1.794 -0.885 1.064
H -0.216 -1.712 -1.365
H 0.673 -0.146 1.176
H 1.785 -0.527 -1.669
H 3.595 0.605 -1.001
H 3.090 0.781 0.584
O 1.311 1.976 2.422
H 0.799 2.244 3.188
H 0.966 2.434 1.646
O -0.520 2.248 -0.760
H -1.230 1.942 -0.176
H 0.160 1.564 -0.690
```

Computed properties:
- LUMO level (eV) = 0.76
- SMILES string = C/C=C/C=C/N.O.O
- HOMO energy (eV) = -7.7
- orbital gap (Eh) = 0.31027

Charges computed using Mulliken, reported in e: number 1, C, carries -1.152; number 2, C, carries -0.071; number 3, C, carries -0.272; number 4, C, carries -0.518; number 5, C, carries -0.225; number 6, N, carries -0.419; number 7, H, carries 0.249; number 8, H, carries 0.320; number 9, H, carries 0.343; number 10, H, carries 0.378; number 11, H, carries 0.183; number 12, H, carries 0.423; number 13, H, carries 0.290; number 14, H, carries 0.219; number 15, H, carries 0.226; number 16, O, carries -0.622; number 17, H, carries 0.290; number 18, H, carries 0.340; number 19, O, carries -0.669; number 20, H, carries 0.311; number 21, H, carries 0.375

***

Energies in kJ/mol, measured from the most stable structure: run A 0.0; run B 99.7; run C 15.2.